Record 1
Molecular formula: C3H7N4S
Method: DFT, the ωB97M-V functional and the def2-TZVPD basis

Properties
HOMO level	-13.40	eV
orbital gap	8.17	eV
charge	+1

Last column: Mulliken charge in e.
Element x y z (Å)
C: 0.671 -1.475 -0.245  -0.58
C: -0.566 -1.893 -0.034  -0.14
C: 1.079 -0.114 0.098  0.76
N: 0.199 0.825 0.285  -0.62
N: 2.333 0.203 0.511  -0.36
N: -1.897 1.763 0.133  -0.61
N: -1.039 0.820 -0.236  0.32
S: -1.959 -0.909 0.399  0.12
H: 1.347 -2.375 -0.468  0.24
H: -0.725 -2.910 0.004  0.37
H: 3.160 -0.157 0.246  0.20
H: 2.481 1.131 0.983  0.27
H: -1.573 2.618 0.510  0.30
H: -2.626 2.067 -0.571  0.28
H: -0.886 0.408 -1.613  0.45


Record 2
Molecular formula: C3H7N4S
Method: DFT, the ωB97M-V functional and the def2-TZVPD basis

Properties
HOMO level (alpha / beta)	-12.71 / -12.70	eV
orbital gap (alpha / beta)	6.60 / 6.60	eV
charge	+1

Last column: Mulliken charge in e.
Element x y z (Å)
C: 0.176 -1.363 -0.266  -0.14
C: 1.454 -1.581 0.164  -0.12
C: 1.374 1.145 -0.097  0.76
N: 0.195 0.866 -0.583  -0.33
N: 1.893 2.351 -0.045  -0.34
N: -2.814 -0.408 0.121  -0.67
N: -0.406 -0.239 -0.746  -0.12
S: 2.385 -0.224 0.592  -0.07
H: -0.481 -2.190 -0.388  0.42
H: 1.617 -2.578 0.538  0.38
H: 1.208 3.041 -0.253  0.28
H: 2.777 2.499 0.393  0.24
H: -3.397 0.092 -0.539  0.24
H: -3.189 -1.379 0.159  0.25
H: -2.793 -0.031 0.951  0.21


Record 3
Molecular formula: C3H7NO
Method: DFT, the ωB97M-V functional and the def2-TZVPD basis

Properties
structure (SMILES)	C=CO.C=N
HOMO level	-9.10	eV
orbital gap	9.84	eV

Last column: Mulliken charge in e.
Element x y z (Å)
C: -3.375 0.261 -0.020  -0.22
N: -3.298 1.146 -0.909  -0.48
H: -3.948 0.432 0.893  0.24
H: -2.860 -0.705 0.022  0.21
H: -2.996 0.744 -1.796  0.25
C: 2.066 -0.147 1.262  -0.70
C: 2.520 -0.087 0.023  0.10
O: 2.610 -1.214 -0.765  -0.48
H: 1.700 0.751 1.725  0.25
H: 2.008 -1.124 1.717  0.24
H: 2.714 0.840 -0.507  0.24
H: 2.859 -0.897 -1.645  0.34


Record 4
Molecular formula: C3H7NO
Method: DFT, the ωB97M-V functional and the def2-TZVPD basis

Properties
structure (SMILES)	C=NC.C=O
HOMO level	-9.36	eV
orbital gap	10.16	eV

Last column: Mulliken charge in e.
Element x y z (Å)
O: -5.785 2.461 1.222  -0.37
C: -4.770 3.042 0.968  -0.04
H: -4.680 4.133 1.110  0.21
H: -3.933 2.534 0.455  0.20
C: 3.174 -2.211 -0.432  -0.62
C: 1.333 -0.776 -0.477  -0.24
N: 1.863 -1.810 -0.984  -0.37
H: 3.188 -2.717 0.528  0.24
H: 3.737 -1.270 -0.321  0.31
H: 3.598 -2.816 -1.225  0.22
H: 2.003 0.047 -0.190  0.22
H: 0.272 -0.616 -0.656  0.26